Molecular formula: C8H13ClO
Method: DFT, wB97M-V/def2-TZVPD

```
! RIJCOSX wB97M-V def2-TZVPD def2/J DEFGRID3
* xyz 0 1
C -0.14 -2.37 -1.49
C 0.51 -0.99 -1.46
C 1.95 -1.09 -0.99
C -0.27 -0.09 -0.53
C -0.38 -0.33 0.83
C -1.03 0.59 1.84
C -1.29 2.01 1.34
C -0.02 2.78 0.97
O 1.10 2.64 1.52
Cl -0.13 3.97 -0.29
H 0.36 -2.97 -2.28
H -0.03 -2.90 -0.51
H -1.21 -2.32 -1.73
H 0.47 -0.60 -2.48
H 2.51 -1.72 -1.61
H 2.44 -0.10 -1.04
H 2.00 -1.42 0.04
H -0.68 0.85 -0.90
H -0.01 -1.26 1.30
H -0.41 0.61 2.73
H -1.99 0.12 2.13
H -1.97 1.97 0.49
H -1.79 2.61 2.12
*
```

Calculated values
molar mass	160.6	g/mol
SMILES string	CC(C)/C=C/CCC(=O)Cl
HOMO-LUMO gap	9.87	eV
E_tot	-848.0354	Eh
maximum force	4.7	eV/Å
highest occupied orbital energy	-9.138	eV
energy above the lowest of the compared OMol25 structures with the same formula, charge and spin	0.0	kcal per mole